58
Properties=species:S:1:pos:R:3:forces:R:3:nbo_charge:R:1 method="wB97M-V/def2-TZVPD" homo_energy_ev="-8.96 / -9.58" total_charge=0 energy_ev=-92307.0188 spin_multiplicity=5 lumo_ev="0.10 / -2.19" homo_lumo_gap_ev="9.07 / 7.38"
C 0.6991 -1.6949 4.1749 -0.035 0.019 0.002 0.97
N 0.2946 3.1329 3.5722 -0.001 -0.017 0.028 -0.64
N -3.2566 1.1713 -2.2361 -0.040 0.048 0.013 -0.41
F 2.4484 0.2637 2.5956 -0.033 0.001 0.000 -0.30
O 2.2690 3.0609 0.2999 -0.007 0.001 0.005 -0.98
S 1.2865 2.4378 -0.5497 0.000 -0.012 -0.030 2.42
H 1.3120 6.1392 3.5402 0.000 0.001 -0.001 0.40
O -0.0164 3.1262 -0.5417 0.013 0.014 -0.009 -1.06
F 1.2460 -2.4168 5.1571 0.003 -0.004 0.002 -0.31
N 0.0793 4.7202 1.8352 0.015 -0.013 0.024 -0.79
N -3.8497 -2.7803 -0.0546 -0.002 0.010 0.008 -0.81
N -3.2740 -0.8048 -1.0415 -0.015 0.016 0.010 -0.63
C 2.7412 -1.0167 2.8017 -0.005 0.005 -0.013 0.97
F 2.1098 -3.6333 1.3518 -0.004 0.004 0.000 -0.29
F 3.5578 -1.4130 1.8245 0.001 -0.008 -0.007 -0.30
C 1.8059 -3.3856 2.6194 0.010 0.011 0.021 0.97
H -1.4939 2.2537 -2.5582 -0.009 -0.001 0.001 0.25
H -2.7731 2.5089 -3.7436 -0.003 0.002 0.000 0.21
H -0.0537 4.0253 1.0963 -0.002 0.023 0.023 0.45
C -0.1821 2.1744 2.8386 0.028 0.028 -0.021 0.58
O 1.1167 0.9852 -0.2778 0.078 -0.025 -0.008 -1.02
H -2.3048 -2.0448 1.7637 -0.013 -0.010 -0.007 0.39
H -4.2246 0.2597 -3.8810 -0.004 -0.007 0.002 0.20
H 1.9832 3.4938 -2.5221 0.005 0.000 0.002 0.23
H -1.5680 1.8950 -0.5263 0.006 0.008 -0.004 0.43
Rh -0.3564 -0.2705 0.6524 -0.157 -0.055 0.050 1.71
Cl 0.0788 -1.2662 -2.5647 -0.010 0.015 0.029 2.56
N -2.2753 -1.3903 0.9913 0.021 0.000 0.019 -0.77
C -3.0888 -1.6494 0.0389 -0.008 -0.004 -0.018 0.65
H 0.3829 5.6202 1.5044 -0.003 0.000 -0.001 0.39
N 0.9473 5.2767 3.9001 -0.004 0.002 0.008 -0.78
O -0.4367 -2.3036 -3.3976 -0.012 -0.004 -0.012 -0.82
H -2.8999 3.2578 -2.1375 0.004 -0.002 0.000 0.20
F 0.7058 -0.4142 4.5512 0.010 -0.003 0.001 -0.31
F 3.4031 -1.1139 3.9629 0.003 0.002 -0.002 -0.31
C -4.4587 0.7964 -2.9567 0.010 -0.033 -0.015 -0.41
H -3.7509 -3.4706 0.6689 0.002 -0.003 -0.003 0.40
C 0.4451 4.3425 3.0645 -0.012 0.024 -0.034 0.67
C 1.4416 -1.8810 2.8139 -0.078 -0.052 0.053 0.02
F 0.7570 -4.1572 2.9446 -0.010 -0.002 -0.006 -0.32
H -5.0105 1.6995 -3.2153 0.007 0.001 -0.008 0.22
H -3.5022 -1.2773 -1.9023 0.000 -0.003 0.002 0.42
O 1.4996 -1.2254 -2.5643 -0.003 -0.013 0.011 -0.80
N -1.8711 0.9359 -0.3761 -0.020 -0.011 -0.007 -0.82
H -4.7515 -2.7237 -0.4956 0.002 -0.003 -0.003 0.40
F 2.8398 -3.7570 3.3816 -0.002 -0.003 -0.006 -0.31
C -2.7591 0.4836 -1.1892 0.060 -0.074 -0.010 0.67
H -5.1093 0.1844 -2.3366 -0.004 0.007 0.007 0.21
O 0.6207 -1.5170 1.7991 0.156 0.107 -0.085 -0.72
O -0.4743 0.0100 -2.9457 -0.031 -0.005 0.002 -0.88
C 1.8693 2.4575 -2.2123 -0.007 0.018 -0.005 -0.90
N -0.6084 1.2621 2.2637 0.006 -0.034 0.020 -0.59
H 2.8244 1.9386 -2.2310 0.003 -0.001 0.001 0.26
O -0.4030 -1.5716 -1.1786 0.039 0.032 -0.020 -0.91
H 1.1472 1.9270 -2.8299 0.006 -0.002 0.005 0.26
H 1.3060 4.9412 4.7768 0.004 -0.001 -0.002 0.42
F -0.5819 -2.0688 4.0561 0.026 -0.004 -0.008 -0.32
C -2.5676 2.3707 -2.6839 0.017 0.013 -0.007 -0.42